Record 1
# C5H8O

A molecular structure, C5H8O (ωB97M-V with the def2-TZVPD basis set, OMol25).

Values from the calculation:
HOMO-LUMO gap ... 0.3595 Eh
HOMO ... -8.7 eV
ΔE to the lowest compared entry with this formula, charge and spin ... 549.6 kJ/mol
Energy ... -7356.559 eV

Last column: Mulliken charge in e.
Cartesian coordinates (Å):
1 O -1.2029 0.0558 0.9834  -0.41
2 C -0.9337 0.2319 -1.0502  -0.63
3 C 1.4877 -0.1019 0.6510  -0.88
4 C -1.3103 -0.7523 -0.1585  -0.23
5 C -0.6500 1.0979 0.1298  0.24
6 C 0.7977 0.8497 -0.0788  -0.37
7 H 1.2553 1.3474 -0.9307  0.35
8 H 0.7607 -1.3633 0.3000  -0.01
9 H -1.0678 2.0873 0.3239  0.39
10 H -2.0036 -1.5853 -0.1778  0.43
11 H -0.8329 0.3375 -2.1191  0.39
12 H 1.2313 -0.2504 1.6968  0.33
13 H 2.5247 -0.2992 0.3891  0.36
14 H -0.0561 -1.6552 0.0411  0.04

Record 2
# C5H8O

C5H8O in the gas phase (ωB97M-V with the def2-TZVPD basis set, OMol25).

Values from the calculation:
HOMO-LUMO gap ... 0.4057 Eh
SMILES ... C#C[C@@H](C)CO
HOMO ... -10.0 eV
ΔE to the lowest compared entry with this formula, charge and spin ... 214.7 kJ/mol
Energy ... -7360.031 eV

Last column: Mulliken charge in e.
Cartesian coordinates (Å):
1 O -0.1208 2.0781 0.5696  -0.51
2 C -0.5740 -1.5973 0.0863  -1.41
3 C -0.8658 0.8915 0.5065  -0.62
4 C 2.2625 0.4430 -0.7937  0.15
5 C -0.3051 -0.1927 -0.4683  0.65
6 C 1.1221 0.0690 -0.6826  -0.86
7 H -0.8086 -0.0924 -1.4386  0.21
8 H -1.6471 -1.7320 0.2643  0.35
9 H -0.9695 0.4356 1.5041  0.30
10 H -1.8621 1.1870 0.1695  0.30
11 H 0.7962 1.8284 0.7542  0.28
12 H -0.0506 -1.7355 1.0388  0.36
13 H 3.2627 0.7958 -0.9078  0.41
14 H -0.2399 -2.3787 -0.6024  0.37

Record 3
# C5H8O

C5H8O in the gas phase at a distorted geometry (ωB97M-V with the def2-TZVPD basis set, OMol25).

Values from the calculation:
HOMO-LUMO gap ... 0.3774 Eh
SMILES ... OCC=C1CC1
HOMO ... -9.4 eV
ΔE to the lowest compared entry with this formula, charge and spin ... 281.6 kJ/mol
Energy ... -7359.337 eV

Last column: Mulliken charge in e.
Cartesian coordinates (Å):
1 O -0.8212 -0.3083 2.1696  -0.49
2 C 1.5919 -0.2305 -1.0800  -0.57
3 C -0.1824 0.9848 0.4968  -0.37
4 C 0.4213 0.0944 -0.2800  0.21
5 C -1.4317 0.5404 1.1969  -0.32
6 C 0.2180 -0.8243 -1.4084  -0.50
7 H -0.1296 -0.7099 1.5988  0.42
8 H -1.9999 1.3360 1.6935  0.28
9 H 2.0090 0.5661 -1.6816  0.23
10 H -0.3301 -0.3667 -2.2285  0.20
11 H -2.1167 -0.0311 0.5529  0.20
12 H 2.3218 -0.9408 -0.6879  0.20
13 H 0.3704 1.7888 0.9764  0.26
14 H 0.0791 -1.8990 -1.3183  0.23

Record 4
# C5H8O

A molecular structure, C5H8O at a distorted geometry (ωB97M-V with the def2-TZVPD basis set, OMol25).

Values from the calculation:
HOMO-LUMO gap ... 0.3194 Eh
HOMO ... -7.7 eV
ΔE to the lowest compared entry with this formula, charge and spin ... 459.6 kJ/mol
Energy ... -7357.491 eV

Last column: Mulliken charge in e.
Cartesian coordinates (Å):
1 O 0.2135 -1.9429 1.0500  -0.45
2 C -0.0546 0.0338 -1.4377  -0.65
3 C -0.2768 -0.6858 1.1296  -0.18
4 C 0.0611 1.0262 -0.2981  -0.05
5 C 0.7005 0.4645 0.9458  -0.81
6 C -1.1443 0.1561 -0.4686  -0.25
7 H 1.0568 -1.9336 0.5643  0.31
8 H 0.7456 1.1518 1.7978  0.30
9 H 1.7278 0.1032 0.7721  0.27
10 H -1.3476 -0.5265 1.0517  0.43
11 H 0.1175 2.0840 -0.5292  0.40
12 H -2.1615 0.5026 -0.7254  0.31
13 H -0.1779 0.4508 -2.4328  0.26
14 H 0.5401 -0.8842 -1.4194  0.07

Record 5
# C5H8O

A molecular structure, C5H8O (ωB97M-V with the def2-TZVPD basis set, OMol25).

Values from the calculation:
HOMO-LUMO gap ... 0.3904 Eh
HOMO ... -9.5 eV
ΔE to the lowest compared entry with this formula, charge and spin ... 201.9 kJ/mol
Energy ... -7360.163 eV

Last column: Mulliken charge in e.
Cartesian coordinates (Å):
1 O -1.5352 -0.9085 0.1336  -0.46
2 C -0.2683 0.7218 -0.4897  -0.12
3 C -1.4244 0.4818 0.5033  -0.49
4 C 0.9887 -0.9514 0.1067  -0.73
5 C 1.1249 0.5974 0.1511  -0.70
6 C -0.3476 -0.8109 -0.6582  0.14
7 H 1.9336 0.9638 -0.4881  0.27
8 H 1.2226 1.0589 1.1397  0.29
9 H -0.4401 -1.3417 -1.6095  0.38
10 H 0.8932 -1.4346 1.0835  0.26
11 H -0.4320 1.4457 -1.2919  0.39
12 H -2.3547 1.0333 0.3237  0.27
13 H -1.1397 0.5968 1.5566  0.22
14 H 1.7791 -1.4525 -0.4608  0.29

Record 6
# C5H8O

C5H8O in the gas phase at a distorted geometry (ωB97M-V with the def2-TZVPD basis set, OMol25).

Values from the calculation:
HOMO-LUMO gap ... 0.3730 Eh
SMILES ... C#CCCCO
HOMO ... -9.3 eV
ΔE to the lowest compared entry with this formula, charge and spin ... 435.1 kJ/mol
Energy ... -7357.745 eV

Last column: Mulliken charge in e.
Cartesian coordinates (Å):
1 O 0.7857 1.7265 1.1888  -0.51
2 C -0.6756 -0.8916 -1.0937  -0.45
3 C -0.6858 0.2735 -0.0460  -0.52
4 C 0.6617 1.0426 -0.0421  -0.47
5 C 0.0286 -1.7792 0.9433  -0.31
6 C -0.0650 -1.9656 -0.2707  -0.36
7 H -1.0233 -0.3271 0.8923  0.26
8 H 0.4769 -1.6736 1.8940  0.42
9 H -0.1133 -0.6831 -2.0108  0.30
10 H 1.5265 0.3809 -0.2163  0.32
11 H -1.4692 1.0172 -0.1288  0.42
12 H 0.6646 1.7713 -0.8788  0.31
13 H -1.6907 -1.1673 -1.3897  0.29
14 H 1.5790 2.2756 1.1585  0.30

Record 7
# C5H8O

A molecular structure, C5H8O (ωB97M-V with the def2-TZVPD basis set, OMol25).

Values from the calculation:
HOMO-LUMO gap ... 0.3699 Eh
HOMO ... -8.9 eV
ΔE to the lowest compared entry with this formula, charge and spin ... 315.0 kJ/mol
Energy ... -7358.991 eV

Last column: Mulliken charge in e.
Cartesian coordinates (Å):
1 O 1.5596 -0.9906 0.8213  -0.37
2 C 1.4534 -0.8671 -0.6337  -0.12
3 C 1.7544 0.3729 0.8343  -0.23
4 C -2.4509 -0.3527 0.3735  -0.39
5 C -1.8239 0.7287 -0.0758  -0.54
6 C 1.6902 0.6127 -0.4759  -0.41
7 H 1.7860 1.4664 -1.1255  0.33
8 H -1.7618 0.9552 -1.1379  0.25
9 H 0.4557 -1.1797 -0.9531  0.19
10 H -1.3431 1.4337 0.5976  0.22
11 H 1.8928 0.9073 1.7681  0.38
12 H -2.9322 -1.0578 -0.3003  0.24
13 H 2.2333 -1.4533 -1.1282  0.24
14 H -2.5135 -0.5758 1.4356  0.22

Record 8
# C5H8O

C5H8O in the gas phase at a distorted geometry (ωB97M-V with the def2-TZVPD basis set, OMol25).

Values from the calculation:
HOMO-LUMO gap (spin up / spin down) ... 0.2377 / 0.3067 Eh
HOMO (spin up / spin down) ... -6.7 / -7.5 eV
ΔE to the lowest compared entry with this formula, charge and spin ... 392.9 kJ/mol
Energy ... -7358.183 eV

Last column: Mulliken charge in e.
Cartesian coordinates (Å):
1 O 0.6749 -2.5610 -0.4751  -0.53
2 C 0.6166 -1.2247 -0.4762  -0.38
3 C -0.8065 0.9177 -0.4919  -0.55
4 C 0.8515 1.1948 1.3696  -0.88
5 C -0.1696 1.6015 0.5414  0.14
6 C -0.6321 -0.5216 -0.7449  -0.29
7 H 1.5730 -0.7688 -0.2723  0.52
8 H 1.0758 1.7776 2.2589  0.24
9 H -0.5784 2.5926 0.7511  0.25
10 H -1.0126 -0.8003 -1.7427  0.36
11 H -1.3307 -1.0133 -0.0350  0.30
12 H -0.1521 -2.9259 -0.8292  0.32
13 H -1.5711 1.4160 -1.0776  0.33
14 H 1.4613 0.3155 1.2240  0.16

Record 9
# C5H8O

C5H8O in the gas phase at a distorted geometry (ωB97M-V with the def2-TZVPD basis set, OMol25).

Values from the calculation:
HOMO-LUMO gap ... 0.3883 Eh
SMILES ... O[C@H]1[C@H]2CC[C@@H]12
HOMO ... -9.6 eV
ΔE to the lowest compared entry with this formula, charge and spin ... 208.5 kJ/mol
Energy ... -7360.094 eV

Last column: Mulliken charge in e.
Cartesian coordinates (Å):
1 O 1.3294 -1.4547 -0.1119  -0.53
2 C 0.9141 -0.5162 0.8391  -0.24
3 C -0.5851 -0.1680 0.9208  -0.30
4 C 0.4364 0.8361 0.4327  -0.27
5 C -1.2189 -0.2920 -0.4657  -0.44
6 C -0.2105 0.7592 -1.0069  -0.64
7 H 0.7778 1.7007 1.0136  0.34
8 H 0.3511 0.4456 -1.9112  0.25
9 H 1.4951 -0.5948 1.7685  0.36
10 H -0.6871 1.7114 -1.2480  0.28
11 H -1.1457 -1.2938 -0.8988  0.22
12 H -2.2651 0.0310 -0.5109  0.28
13 H -1.1688 -0.1612 1.8427  0.36
14 H 1.9774 -1.0033 -0.6639  0.32

Record 10
# C5H8O

C5H8O in the gas phase (ωB97M-V with the def2-TZVPD basis set, OMol25).

Values from the calculation:
HOMO-LUMO gap ... 0.3949 Eh
SMILES ... O[C@@H]1C[C@H]2C[C@H]21
HOMO ... -9.6 eV
ΔE to the lowest compared entry with this formula, charge and spin ... 190.8 kJ/mol
Energy ... -7360.277 eV

Last column: Mulliken charge in e.
Cartesian coordinates (Å):
1 O -1.0408 -0.5542 1.9050  -0.55
2 C 0.0365 1.1515 0.5052  -0.88
3 C 0.0697 -0.2980 1.0659  0.47
4 C -0.1335 -0.8286 -0.3496  -0.61
5 C -0.2816 0.5860 -0.8823  -0.11
6 C 0.8616 -0.2703 -1.3204  -0.61
7 H -1.6327 -1.1557 1.4382  0.30
8 H 1.8774 -0.0273 -1.0087  0.19
9 H -0.7735 1.7142 0.9734  0.31
10 H -0.7034 -1.7258 -0.5844  0.36
11 H -1.0203 0.9726 -1.5774  0.36
12 H 0.9688 1.7257 0.5641  0.27
13 H 0.7897 -0.6843 -2.3230  0.26
14 H 0.9820 -0.6058 1.5940  0.25